(1)
ORCA calculation (ωB97M-V with the def2-TZVPD basis set) on C60H59Cl5GaN2O5P3Te3 as an isolated structure.

Structure (XYZ):
```
138
C60H59Cl5GaN2O5P3Te3 | the OMol25 dataset | ωB97M-V with the def2-TZVPD basis set
Te 0.42 -2.02 -4.33
Te -3.63 1.38 2.99
Te -2.71 2.63 0.68
Ga -0.02 -0.10 0.34
Cl 5.06 1.51 2.64
Cl -0.61 3.97 3.27
Cl 2.79 0.77 0.64
Cl 4.49 3.47 5.01
Cl 1.64 4.73 5.29
P 1.53 -2.03 -1.25
P -1.35 -1.93 -1.59
P -0.69 -0.36 3.30
O 0.47 0.28 4.29
O -1.73 3.25 -1.57
O -0.97 -1.78 4.06
O 0.18 1.95 1.32
O 0.25 -0.76 2.11
N -0.78 -6.43 -6.15
N -1.69 1.30 -0.41
C -3.94 -3.23 -4.56
C -7.66 2.90 2.02
C -3.01 -3.24 -3.53
C -2.24 -5.50 0.31
C -4.15 -0.84 -4.34
C 1.18 0.79 6.51
C -1.31 2.08 -1.43
C 2.63 -4.09 2.10
C 0.97 3.29 3.10
C -6.57 2.06 2.26
C 1.40 -4.71 -0.31
C -6.83 2.27 -1.95
C -8.77 5.15 1.96
C -0.60 -4.05 -6.40
C -4.07 4.66 3.55
C -4.43 -0.16 -0.31
C 3.63 -1.02 -2.73
C -4.53 2.41 -0.38
C 2.35 -3.09 1.19
C -2.63 -2.05 -2.90
C 1.67 -5.72 0.61
C -3.21 -0.86 -3.32
C -0.27 -6.29 -4.93
C -1.88 -3.22 -0.39
C 4.90 -3.43 -3.18
C -2.80 -3.70 1.79
C -6.41 4.79 2.72
C -0.93 -5.32 -6.86
C 1.74 -3.39 -0.03
C -8.06 2.21 -2.80
C 1.15 2.34 2.07
C -1.81 -4.59 -0.64
C 3.08 -2.19 -2.21
C -7.59 4.26 2.23
C 0.18 -2.53 -2.33
C 0.12 -2.66 4.36
C -4.57 4.95 -0.50
C -0.28 -4.08 4.04
C -4.51 -2.03 -4.97
C 0.11 -5.08 -4.38
C 2.29 -5.41 1.81
C 2.48 1.86 1.94
C -6.21 1.12 -1.50
C -0.06 -3.92 -5.13
C -6.28 3.50 -1.60
C 3.25 3.08 3.88
C -5.05 1.15 -0.72
C -2.74 -5.06 1.53
C -0.31 1.51 -2.40
C -5.30 3.99 2.98
C 5.43 -2.26 -3.71
C -5.37 2.61 2.71
C -2.37 -2.79 0.84
C -6.79 0.59 2.00
C 4.79 -1.05 -3.48
C 1.97 3.63 3.99
C 3.49 2.20 2.83
C 0.03 0.83 5.53
C -5.13 3.59 -0.82
C 3.74 -3.40 -2.43
H -0.23 0.42 -2.31
H 1.00 -2.37 3.78
H 0.89 1.22 7.47
H -4.59 0.10 -4.66
H 1.38 -6.74 0.39
H -1.36 -5.44 -7.85
H -8.36 1.18 -2.98
H 3.10 -3.85 3.04
H -0.38 -4.22 2.97
H -3.44 -0.26 -0.73
H -4.32 -0.23 0.78
H -7.89 2.68 -3.77
H -1.23 -4.32 4.52
H 3.13 -0.07 -2.54
H 2.03 1.36 6.13
H -0.83 0.27 5.92
H 3.34 -4.31 -2.02
H -8.58 2.46 1.65
H 0.90 -4.93 -1.24
H 2.58 -2.06 1.43
H -7.69 0.25 2.51
H -3.23 4.66 2.85
H -2.18 -6.57 0.11
H -5.19 5.73 -0.94
H -3.73 4.15 4.45
H 5.40 -4.38 -3.36
H -6.62 0.15 -1.77
H -0.14 -7.20 -4.36
H -0.30 1.87 5.37
H -6.74 4.42 -1.95
H -3.56 5.06 -0.90
H -2.41 -1.73 1.06
H -1.38 -4.94 -1.57
H -2.55 -4.18 -3.24
H -6.93 0.42 0.93
H -5.05 -0.99 -0.66
H 0.47 -4.78 4.41
H -6.34 5.86 2.91
H -3.15 -3.34 2.75
H -8.49 6.02 1.35
H -5.23 -2.02 -5.77
H 0.51 -5.02 -3.37
H -0.59 1.77 -3.42
H -2.93 0.07 -2.84
H 0.37 -2.55 5.42
H -9.19 5.54 2.89
H -3.07 -5.77 2.28
H -4.29 5.70 3.80
H -5.95 -0.03 2.33
H -9.56 4.62 1.43
H 2.50 -6.19 2.53
H 1.51 -0.24 6.67
H -0.78 -3.19 -7.03
H 0.66 1.95 -2.18
H 6.34 -2.29 -4.29
H -4.21 -4.15 -5.05
H 5.20 -0.13 -3.87
H -8.90 2.73 -2.33
H -4.54 5.12 0.58
```

Properties
**Multiplicity**: 2
**Total charge**: -1
**Frontier orbital gap (alpha / beta)**: 4.58 / 5.97 eV
**Energy relative to the best compared isomer or geometry (same formula, charge and spin)**: 169.33 kJ/mol
**Lowest unoccupied orbital energy (alpha / beta)**: 1.49 / 1.50 eV
**Expectation value of S²**: 0.7584
**DFT total energy**: -8861.5011 a.u.

***

(2)
ORCA calculation (ωB97M-V with the def2-TZVPD basis set) on C14H18BN7NiO2 as an isolated structure at a distorted geometry.

Structure (XYZ):
```
43
C14H18BN7NiO2 | the OMol25 dataset | ωB97M-V with the def2-TZVPD basis set
Ni 1.27 0.42 0.33
O 4.03 0.34 1.70
O -0.31 0.13 3.26
N 0.01 1.62 -2.18
N -2.08 0.03 -2.57
N 1.74 0.32 2.14
N 0.52 1.68 -0.88
N 0.49 -0.69 -2.43
N 1.01 -0.75 -1.14
N -2.34 -0.08 -1.22
C 3.10 0.39 2.48
C -3.25 -0.23 -3.25
C 0.62 3.72 -1.79
C -3.60 -0.46 -1.05
C 1.12 -1.62 -3.19
C 3.18 0.56 4.00
C 0.77 3.00 -0.61
C -2.63 -2.62 2.92
C 1.75 0.57 4.50
C 1.82 -1.86 -1.07
C 1.93 -2.39 -2.35
C -4.24 -0.56 -2.31
C 0.89 0.31 3.26
C 0.17 2.83 -2.76
B -0.57 0.36 -2.93
H -3.39 -2.14 3.49
H -3.08 -3.09 2.04
H 1.58 -0.19 5.27
H 0.85 4.76 -1.96
H 3.74 -0.26 4.47
H -3.34 -0.16 -4.32
H 1.04 3.35 0.38
H -1.89 -1.87 2.62
H -4.00 -0.66 -0.06
H 3.67 1.51 4.23
H 2.29 -2.17 -0.14
H 1.49 1.55 4.92
H 1.00 -1.66 -4.27
H -5.26 -0.85 -2.48
H -0.01 2.97 -3.82
H 2.54 -3.22 -2.65
H -0.49 0.50 -4.12
H -2.14 -3.39 3.53
```

Properties
**Multiplicity**: 3
**Total charge**: 0
**Frontier orbital gap (alpha / beta)**: 9.11 / 7.16 eV
**Energy relative to the best compared isomer or geometry (same formula, charge and spin)**: 180.37 kJ/mol
**Lowest unoccupied orbital energy (alpha / beta)**: 0.50 / -1.45 eV
**Expectation value of S²**: 2.0052
**DFT total energy**: -2611.2725 a.u.

***

(3)
ORCA calculation (ωB97M-V with the def2-TZVPD basis set) on C36H48MnO4S2SbSi as an isolated structure at a distorted geometry.

Structure (XYZ):
```
93
C36H48MnO4S2SbSi | the OMol25 dataset | ωB97M-V with the def2-TZVPD basis set
Sb -0.93 0.57 1.37
Mn 0.11 -1.09 -2.22
S 1.60 -0.57 -3.93
S 0.01 -1.51 -4.84
Si -1.56 1.51 -3.34
O 0.50 -2.65 -5.57
O -0.78 -0.57 -5.58
O -0.95 0.37 -2.29
O -0.78 -1.98 -3.59
C -2.38 2.05 4.47
C -0.81 0.24 3.53
C -2.01 3.00 -2.30
C 2.88 -2.55 -0.97
C -1.92 2.48 1.42
C 3.56 2.19 0.01
C -1.12 -4.10 -1.27
C -3.14 0.94 -4.15
C 1.86 2.13 1.75
C 0.84 -4.70 -3.33
C 2.08 -2.59 0.18
C 0.76 -3.08 0.10
C -3.32 2.50 1.41
C 1.19 -3.77 -2.20
C -0.32 2.22 -4.56
C 2.47 -3.19 -2.14
C 3.08 2.58 1.25
C -1.44 0.88 4.61
C 1.44 2.58 3.13
C 3.41 -3.33 -3.30
C 1.09 1.26 0.97
C 0.06 -0.82 3.80
C -3.25 4.91 1.66
C -4.12 1.24 1.26
C -3.97 3.73 1.54
C 0.32 -1.26 5.08
C -1.21 3.67 1.50
C 2.72 -2.18 1.48
C 0.29 -3.57 -1.14
C 2.83 1.29 -0.75
C -1.17 0.42 5.90
C 4.24 -1.89 -0.94
C -1.87 4.88 1.63
C -0.30 -0.63 6.15
C -0.12 -3.28 1.31
C 1.62 0.83 -0.25
H -2.99 0.04 -4.74
H -3.78 5.85 1.77
H -0.31 1.65 -5.50
H -2.32 3.80 -2.98
H 4.43 -1.37 -1.88
H 0.63 -4.17 -4.25
H -3.30 1.77 3.96
H -5.19 1.44 1.31
H 3.78 -2.45 1.48
H -2.65 2.43 5.46
H 4.50 2.57 -0.36
H 3.18 0.95 -1.72
H 2.27 -2.68 2.33
H -0.12 -0.96 7.16
H -3.88 0.51 2.04
H 0.55 -1.30 2.97
H -1.65 0.91 6.73
H -1.15 3.36 -1.73
H -3.92 0.75 -3.40
H 1.96 3.50 3.40
H -0.13 3.66 1.45
H -0.59 3.25 -4.78
H -1.30 5.80 1.70
H 2.91 -3.69 -4.19
H 2.66 -1.10 1.64
H 5.03 -2.64 -0.81
H -1.81 -3.57 -0.61
H 0.70 2.20 -4.15
H 1.69 1.81 3.86
H 0.37 2.75 3.19
H 1.01 -2.08 5.25
H 4.23 -4.02 -3.05
H -0.62 -4.25 1.25
H 1.12 0.07 -0.88
H 0.46 -3.29 2.24
H 3.66 3.27 1.85
H 3.86 -2.37 -3.56
H -5.05 3.76 1.54
H -0.02 -5.31 -3.08
H -3.91 0.77 0.29
H -2.83 2.80 -1.60
H -1.49 -3.98 -2.28
H 1.68 -5.37 -3.51
H 4.32 -1.16 -0.14
H -1.93 2.86 3.90
H -3.51 1.73 -4.81
H -1.16 -5.17 -1.01
H -0.88 -2.52 1.41
```

Properties
**Multiplicity**: 5
**Total charge**: 0
**Frontier orbital gap (alpha / beta)**: 6.06 / 8.33 eV
**Energy relative to the best compared isomer or geometry (same formula, charge and spin)**: 250.21 kJ/mol
**Lowest unoccupied orbital energy (alpha / beta)**: -2.58 / -0.32 eV
**Expectation value of S²**: 6.1357
**DFT total energy**: -4178.7196 a.u.

***

(4)
ORCA calculation (ωB97M-V with the def2-TZVPD basis set) on an isolated molecule of C5H11N at a distorted geometry.

Structure (XYZ):
```
17
C5H11N | the OMol25 dataset | ωB97M-V with the def2-TZVPD basis set
N 0.27 -1.33 -0.89
C -0.96 0.42 -1.06
C 0.51 0.09 -0.83
C 1.11 0.68 0.44
C 0.34 0.46 1.73
C -1.17 -1.12 -0.80
H 0.78 -1.88 -0.19
H 0.25 -0.58 2.01
H 1.24 1.75 0.23
H 0.93 0.94 2.54
H -1.15 0.74 -2.14
H 2.12 0.36 0.60
H -1.62 -1.29 0.20
H -1.66 -1.72 -1.57
H 1.14 0.46 -1.67
H -1.47 1.15 -0.39
H -0.66 0.88 1.79
```

Properties
**Multiplicity**: 1
**Total charge**: 0
**Frontier orbital gap**: 9.77 eV
**Energy relative to the best compared isomer or geometry (same formula, charge and spin)**: 119.92 kJ/mol
**Lowest unoccupied orbital energy**: 1.14 eV
**DFT total energy**: -251.8169 a.u.